No. 1
{
  "formula": "C7H9MnNO2",
  "method": "ωB97M-V/def2-TZVPD",
  "lumo_energy_ev": [-0.125, -0.424],
  "charge": 0,
  "spin_multiplicity": 6,
  "max_force_ev_per_a": 3.52,
  "orbital_gap_ha": [0.2760, 0.3174],
  "s2": 8.76,
  "species": ["Mn", "C", "H", "H", "H", "H", "H", "O", "C", "O", "C", "C", "C", "C", "C", "N", "H", "H", "H", "H"],
  "xyz": [[0.086029, -0.231200, -0.964539], [0.362594, -0.242256, -2.927070], [1.469965, -0.216133, -3.004659], [-0.146491, -1.214958, -3.014905], [-0.126054, 0.530651, -3.516873], [-0.644007, 1.357818, -1.582098], [-0.859210, 1.376697, -0.842681], [1.796601, -3.296621, 1.403830], [1.322838, -2.271234, 0.921356], [0.868930, -2.102488, -0.285699], [1.248548, -1.062719, 1.840818], [1.724173, -1.108464, 3.154403], [1.613629, 0.024077, 3.966646], [1.009941, 1.141644, 3.394368], [0.566970, 1.119050, 2.070533], [0.688711, 0.035985, 1.286227], [2.172428, -2.029602, 3.501241], [1.979301, 0.014001, 4.993186], [0.884668, 2.059127, 3.973050], [0.092438, 1.999428, 1.626368]],
  "forces_ev_per_angstrom": [[1.423, -2.327, 2.232], [0.197, 0.553, -0.208], [-0.724, -0.467, -0.528], [0.591, -0.001, -0.722], [0.182, -0.203, -0.383], [-0.356, 0.427, 0.220], [-0.588, 1.032, 0.097], [-0.297, 0.633, -0.412], [0.075, -0.962, -0.524], [-0.057, 0.604, 0.910], [-0.218, 0.487, -0.346], [-0.133, 0.378, -0.069], [-0.204, -0.406, -0.908], [-0.106, 0.556, 0.115], [0.142, -0.149, 0.279], [0.058, 0.299, 0.662], [-0.062, -0.003, -0.093], [-0.136, 0.097, -0.292], [0.013, -0.279, -0.207], [0.201, -0.269, 0.176]],
  "mulliken_spin": [4.8806, -0.0250, 0.0237, 0.0266, 0.0065, 0.0320, 0.0250, 0.0106, -0.0179, 0.0310, 0.0041, 0.0067, 0.0017, 0.0006, -0.0180, 0.0152, 0.0002, 0.0000, -0.0002, -0.0037]
}

No. 2
{
  "formula": "C7H9N",
  "method": "ωB97M-V/def2-TZVPD",
  "lumo_energy_ev": 1.047,
  "charge": 0,
  "max_force_ev_per_a": 5.07,
  "orbital_gap_ha": 0.3489,
  "species": ["C", "C", "C", "C", "C", "C", "C", "H", "H", "H", "H", "H", "H", "H", "H", "H", "N"],
  "xyz": [[-1.964024, 0.975935, 0.234573], [0.187275, 0.582726, -0.618299], [1.353190, -0.331297, -1.301503], [2.041333, -0.977668, 0.044340], [1.204246, -0.967451, 1.057896], [0.004455, -0.079361, 0.795634], [-1.261915, -0.000266, 1.163318], [-1.542858, 2.059435, 0.679754], [-3.305627, 1.240940, 0.170429], [-1.620421, -0.271213, -1.475399], [0.450893, 1.671782, -0.073686], [2.223521, 0.118742, -1.880323], [0.916755, -1.213709, -1.764293], [3.079938, -1.519619, -0.067177], [1.333782, -1.462017, 2.060997], [-1.884392, -0.911360, 1.851342], [-1.291280, 0.724473, -1.108201]],
  "forces_ev_per_angstrom": [[-1.585, 3.022, 0.002], [-0.323, 1.382, 2.728], [1.161, 0.914, 2.862], [1.122, -0.444, -2.885], [-1.359, 0.628, 2.334], [1.187, -2.424, -1.897], [-3.010, -3.399, 2.258], [-1.156, -2.368, -1.624], [4.427, -1.551, 0.211], [0.940, 2.525, 1.193], [-0.012, -1.992, -2.706], [-1.776, -0.200, 0.316], [-0.125, 0.287, -0.540], [-2.364, 1.081, 0.448], [0.046, 0.593, -1.240], [2.110, 3.378, -1.616], [0.718, -1.433, 0.156]],
  "lowdin_charge": [-0.2729, -0.2386, -0.0789, -0.0950, -0.0957, -0.2771, -0.1325, 0.1318, 0.1856, 0.1421, 0.1880, 0.1054, 0.0893, 0.1308, 0.1167, 0.1785, -0.0776]
}

No. 3
{
  "formula": "C7H9N",
  "method": "ωB97M-V/def2-TZVPD",
  "smiles": "C=C(C)n1cccc1",
  "lumo_energy_ev": 0.802,
  "charge": 0,
  "max_force_ev_per_a": 4.40,
  "orbital_gap_ha": 0.3320,
  "species": ["C", "C", "C", "C", "C", "C", "C", "H", "H", "H", "H", "H", "H", "H", "H", "H", "N"],
  "xyz": [[1.651990, -1.191274, 0.111625], [1.158471, 0.230342, -0.206435], [1.907266, 1.345604, -0.037306], [-0.985519, -0.975900, -0.325330], [-2.320227, -0.683422, -0.093883], [-2.426376, 0.720052, 0.083220], [-1.101089, 1.269471, -0.046597], [0.761412, -1.730225, 0.860860], [2.743788, -1.357233, 0.646986], [1.875948, -1.875889, -0.923490], [1.447823, 2.253838, -0.533153], [3.011310, 1.422837, 0.125469], [-0.476607, -1.865371, 0.057296], [-2.968305, -1.487608, 0.049569], [-3.228352, 1.474891, 0.380948], [-0.781210, 2.287944, 0.162852], [-0.270325, 0.161945, -0.312628]],
  "forces_ev_per_angstrom": [[1.637, -3.222, 0.583], [1.160, -1.628, 2.051], [-0.853, 0.675, -2.404], [-1.183, -0.786, 1.143], [1.550, 0.907, -0.203], [1.616, 2.803, 0.198], [-2.343, -2.440, -0.040], [3.641, 1.360, -2.062], [-2.884, 1.168, -1.152], [-1.279, 1.837, 2.810], [0.557, -0.700, 1.230], [-1.323, -0.653, -0.035], [-0.978, 0.084, -1.561], [-1.422, -0.642, 0.200], [0.757, -1.808, -0.619], [0.179, -0.537, -0.401], [1.167, 3.581, 0.262]],
  "lowdin_charge": [-0.1026, -0.3442, 0.0380, -0.1504, -0.0897, -0.0823, -0.0508, 0.1238, 0.1120, 0.1365, 0.0711, 0.0732, 0.0808, 0.0717, 0.1105, 0.1038, -0.1013]
}

No. 4
{
  "formula": "C7H9N",
  "method": "ωB97M-V/def2-TZVPD",
  "smiles": "C=C1CCC=NC1=C",
  "lumo_energy_ev": 0.458,
  "charge": 0,
  "max_force_ev_per_a": 3.13,
  "orbital_gap_ha": 0.3291,
  "species": ["C", "C", "C", "C", "C", "C", "C", "N", "H", "H", "H", "H", "H", "H", "H", "H", "H"],
  "xyz": [[1.434175, 1.284064, -0.084364], [-0.517371, -0.638217, 0.130940], [-0.831331, 0.834145, 0.120483], [-1.398647, -1.619658, -0.299552], [-2.046384, 1.489603, 0.126777], [1.875811, -0.109154, -0.205384], [0.869622, -1.057424, 0.546920], [0.239506, 1.708666, -0.023221], [2.083844, 2.220160, 0.013734], [-0.916520, -2.595190, -0.368979], [-2.347014, -1.356049, -0.828420], [-2.092217, 2.615126, 0.135307], [-3.081689, 1.093010, 0.025509], [1.743719, -0.433149, -1.230930], [3.014387, -0.260287, 0.030338], [0.960637, -0.987364, 1.691788], [1.009470, -2.188287, 0.219057]],
  "forces_ev_per_angstrom": [[0.419, 3.073, 0.353], [-2.597, -1.535, -0.820], [-2.225, 0.337, -0.688], [1.763, 2.492, -0.254], [0.127, -0.046, -0.323], [1.538, -1.885, 0.825], [0.702, -1.115, 0.732], [0.207, 0.194, 0.981], [0.191, -1.904, -0.553], [-0.841, -0.093, -0.006], [0.820, -0.507, 0.859], [0.658, -1.366, -0.137], [1.168, -0.434, 0.502], [0.265, 0.206, -0.546], [-2.256, 0.262, -0.141], [0.101, -0.070, -1.627], [-0.040, 2.390, 0.843]],
  "lowdin_charge": [-0.1771, -0.2718, -0.3229, 0.0679, 0.0796, -0.1725, -0.1671, 0.0489, 0.1305, 0.0476, 0.0759, 0.0716, 0.0613, 0.1091, 0.1433, 0.1375, 0.1383]
}

No. 5
{
  "formula": "C7H9N",
  "method": "ωB97M-V/def2-TZVPD",
  "smiles": "C=Cc1[nH]ccc1C",
  "lumo_energy_ev": 1.074,
  "charge": 0,
  "max_force_ev_per_a": 0.91,
  "orbital_gap_ha": 0.3256,
  "species": ["C", "C", "N", "C", "C", "C", "C", "C", "H", "H", "H", "H", "H", "H", "H", "H", "H"],
  "xyz": [[-0.534102, -1.309618, -1.268449], [-0.981505, -0.202115, -1.929055], [-0.747256, 0.882015, -1.138742], [-0.054215, 0.490030, -0.005493], [0.035150, -0.883228, -0.031410], [0.777866, -1.748050, 0.934354], [0.711373, 1.366939, 2.162143], [0.526403, 1.509075, 0.855510], [-0.542924, -2.306005, -1.680908], [-1.462399, -0.156903, -2.893129], [-1.185736, 1.781283, -1.217986], [1.781255, -1.337253, 1.063282], [0.266921, -1.905075, 1.883074], [0.950868, -2.759049, 0.557336], [0.232644, 0.535501, 2.664449], [1.297237, 2.045619, 2.766230], [0.880879, 2.424873, 0.385179]],
  "forces_ev_per_angstrom": [[0.173, 0.044, 0.010], [-0.563, -0.247, 0.028], [0.514, -0.011, -0.101], [-0.806, 0.387, -0.158], [0.309, -0.296, -0.264], [0.349, -0.392, -0.241], [-0.239, -0.317, 0.237], [0.161, 0.136, 0.267], [0.004, -0.058, 0.167], [-0.087, 0.252, 0.115], [0.167, 0.083, -0.264], [-0.078, 0.101, 0.515], [0.112, 0.355, 0.152], [-0.210, 0.094, -0.321], [0.301, -0.137, 0.117], [-0.168, 0.189, -0.078], [0.061, -0.182, -0.183]],
  "lowdin_charge": [-0.0563, -0.1299, 0.0524, -0.2526, -0.2373, -0.0578, 0.0107, -0.1228, 0.0994, 0.1065, 0.1491, 0.0821, 0.0715, 0.0715, 0.0589, 0.0524, 0.1020]
}